Record 1
Here is one molecule with the formula C15H10N2O3 in a non-equilibrium geometry from the OMol25 dataset. Energies are from ωB97M-V/def2-TZVPD.

Element x y z (Å)
N1 -0.393 -1.483 -4.266
C1 -0.345 -1.026 -2.969
C2 -0.006 0.276 -2.705
C3 0.107 0.738 -1.370
C4 0.424 2.117 -1.084
C5 0.766 3.048 -2.012
C6 0.831 4.306 -1.337
C7 0.376 4.072 -0.075
O1 0.174 2.744 0.128
C8 -0.156 -0.177 -0.342
O2 -0.099 -0.072 1.025
C9 -0.325 -1.339 1.428
C10 -0.191 -1.741 2.815
C11 0.248 -0.944 3.855
C12 0.251 -1.747 5.074
C13 -0.283 -2.951 4.729
O3 -0.560 -2.986 3.353
N2 -0.632 -2.201 0.484
C14 -0.498 -1.483 -0.662
C15 -0.642 -1.907 -1.961
H1 -0.767 -2.387 -4.431
H2 -0.510 -0.804 -5.042
H3 0.193 0.924 -3.541
H4 0.954 2.898 -3.093
H5 1.156 5.261 -1.773
H6 0.328 4.869 0.683
H7 0.560 0.071 3.723
H8 0.564 -1.418 6.063
H9 -0.554 -3.736 5.461
H10 -0.970 -2.923 -2.159

## Properties
structure (SMILES)	Nc1cc(-c2ccco2)c2oc(-c3ccco3)nc2c1
energy relative to the best compared isomer or geometry (same formula, charge and spin)	0.207	eV
charge	0
F_max	3.2	eV Å⁻¹
electronic energy	-912.78011	Ha

The net atomic charges from Löwdin, expressed in e, are: atom 1 (N): 0.091, atom 2 (C): -0.350, atom 3 (C): 0.028, atom 4 (C): -0.058, atom 5 (C): -0.208, atom 6 (C): -0.028, atom 7 (C): -0.068, atom 8 (C): -0.121, atom 9 (O): 0.053, atom 10 (C): -0.125, atom 11 (O): 0.154, atom 12 (C): -0.247, atom 13 (C): -0.155, atom 14 (C): 0.006, atom 15 (C): -0.058, atom 16 (C): -0.085, atom 17 (O): 0.028, atom 18 (N): 0.218, atom 19 (C): -0.238, atom 20 (C): 0.035, atom 21 (H): 0.076, atom 22 (H): 0.114, atom 23 (H): 0.108, atom 24 (H): 0.122, atom 25 (H): 0.110, atom 26 (H): 0.129, atom 27 (H): 0.109, atom 28 (H): 0.104, atom 29 (H): 0.132, atom 30 (H): 0.126


Record 2
Here is one molecule with the formula C15H10NO4P in a non-equilibrium geometry from the OMol25 dataset. Energies are from ωB97M-V/def2-TZVPD.

Element x y z (Å)
N1 -4.939 -4.045 -2.554
C1 -4.170 -3.355 -2.047
C2 -3.127 -2.602 -1.460
C3 -3.169 -1.958 -0.178
C4 -1.992 -1.370 0.318
C5 -0.826 -1.430 -0.383
O1 0.409 -0.877 -0.088
P1 0.625 0.352 1.028
O2 -0.044 0.068 2.307
C6 -0.044 1.849 0.069
C7 -0.133 2.046 -1.268
C8 -0.641 3.361 -1.480
C9 -0.899 3.975 -0.225
O3 -0.617 2.974 0.728
C10 2.466 0.537 1.445
C11 3.034 0.632 2.758
C12 4.448 0.639 2.514
C13 4.721 0.423 1.203
O4 3.509 0.371 0.496
C14 -0.753 -2.224 -1.493
C15 -1.867 -2.744 -2.080
H1 -4.040 -1.765 0.463
H2 -1.964 -0.960 1.383
H3 0.394 1.421 -2.076
H4 -0.990 3.929 -2.436
H5 -1.380 4.883 0.093
H6 2.517 0.754 3.729
H7 5.214 0.635 3.298
H8 5.755 0.313 0.849
H9 0.162 -2.394 -2.032
H10 -1.657 -3.439 -2.880

## Properties
structure (SMILES)	N#Cc1ccc(OP(=O)(c2ccco2)c2ccco2)cc1
charge	0
F_max	5.2	eV Å⁻¹
electronic energy	-1274.59492	Ha

The net atomic charges from Löwdin, expressed in e, are: atom 1 (N): 0.155, atom 2 (C): -0.204, atom 3 (C): -0.212, atom 4 (C): 0.015, atom 5 (C): -0.017, atom 6 (C): -0.308, atom 7 (O): -0.145, atom 8 (P): 0.785, atom 9 (O): -0.290, atom 10 (C): -0.251, atom 11 (C): -0.097, atom 12 (C): -0.084, atom 13 (C): -0.042, atom 14 (O): -0.050, atom 15 (C): -0.222, atom 16 (C): -0.024, atom 17 (C): -0.106, atom 18 (C): -0.089, atom 19 (O): -0.041, atom 20 (C): -0.020, atom 21 (C): -0.024, atom 22 (H): 0.124, atom 23 (H): 0.136, atom 24 (H): 0.147, atom 25 (H): 0.134, atom 26 (H): 0.114, atom 27 (H): 0.122, atom 28 (H): 0.111, atom 29 (H): 0.131, atom 30 (H): 0.126, atom 31 (H): 0.124


Record 3
Here is C15H11BrClN3O6PmS as an isolated structure in a non-equilibrium geometry from the OMol25 dataset. Energies are from ωB97M-V/def2-TZVPD.

Element x y z (Å)
Pm1 -0.774 0.142 -3.236
C1 2.255 -0.290 -3.982
O1 1.369 -0.538 -2.875
C2 1.903 -0.343 -1.594
C3 3.258 -0.291 -1.312
C4 3.674 -0.165 0.014
Br1 5.524 -0.008 0.365
C5 2.766 -0.167 1.056
C6 1.400 -0.216 0.781
C7 0.971 -0.232 -0.552
O2 -0.391 -0.097 -0.877
C8 0.448 -0.237 1.878
N1 0.630 0.338 3.029
C9 -0.480 0.068 3.781
C10 -0.791 0.420 5.092
C11 -1.985 -0.039 5.602
C12 -2.864 -0.818 4.841
C13 -2.579 -1.175 3.539
C14 -1.377 -0.723 3.024
N2 -0.790 -0.873 1.782
H1 3.021 -1.070 -4.039
H2 2.723 0.697 -3.878
H3 1.638 -0.332 -4.896
H4 4.000 -0.341 -2.091
H5 3.081 -0.115 2.086
H6 -0.862 0.001 -0.013
H7 -0.108 1.019 5.673
H8 -2.257 0.208 6.616
H9 -3.786 -1.153 5.289
H10 -3.259 -1.768 2.948
H11 -1.022 -1.635 1.161
S1 -5.354 -0.300 -3.056
C15 -3.826 -0.587 -3.004
N3 -2.662 -0.897 -2.935
O3 -0.668 3.631 -4.625
Cl1 -0.709 2.381 -4.071
O4 -0.674 1.312 -5.054
O5 0.413 2.075 -3.209
O6 -1.859 2.117 -3.257

## Properties
spin multiplicity	5
energy relative to the best compared isomer or geometry (same formula, charge and spin)	1.243	eV
charge	+1
F_max	8.7	eV Å⁻¹
electronic energy	-5234.22027	Ha

The net atomic charges from Löwdin, expressed in e, are: atom 1 (Pm): 1.770, atom 2 (C): -0.025, atom 3 (O): -0.279, atom 4 (C): -0.187, atom 5 (C): -0.038, atom 6 (C): -0.648, atom 7 (Br): 0.817, atom 8 (C): -0.031, atom 9 (C): -0.065, atom 10 (C): -0.147, atom 11 (O): -0.074, atom 12 (C): -0.271, atom 13 (N): 0.202, atom 14 (C): -0.213, atom 15 (C): 0.002, atom 16 (C): -0.072, atom 17 (C): -0.070, atom 18 (C): -0.014, atom 19 (C): -0.184, atom 20 (N): 0.137, atom 21 (H): 0.120, atom 22 (H): 0.122, atom 23 (H): 0.104, atom 24 (H): 0.111, atom 25 (H): 0.125, atom 26 (H): 0.127, atom 27 (H): 0.117, atom 28 (H): 0.108, atom 29 (H): 0.109, atom 30 (H): 0.113, atom 31 (H): 0.172, atom 32 (S): 0.740, atom 33 (C): -1.000, atom 34 (N): -0.200, atom 35 (O): -0.124, atom 36 (Cl): 0.674, atom 37 (O): -0.363, atom 38 (O): -0.343, atom 39 (O): -0.322


Record 4
Here is C15H11F6N5O4S3Ti as an isolated structure from the OMol25 dataset. Energies are from ωB97M-V/def2-TZVPD.

Element x y z (Å)
Ti1 -0.297 -0.886 -1.501
S1 -1.723 -2.381 -0.374
C1 -1.019 -2.053 1.159
N1 -1.566 -2.749 2.256
N2 -1.813 -2.190 3.332
C2 -1.856 -0.833 3.745
C3 -2.138 0.208 2.859
C4 -2.232 1.484 3.373
C5 -2.035 1.712 4.735
C6 -1.774 0.661 5.606
C7 -1.706 -0.629 5.116
N3 0.072 -1.377 1.343
N4 0.584 -0.997 0.166
C8 1.905 -0.466 0.135
C9 2.766 -1.018 -0.810
C10 4.034 -0.475 -0.969
C11 4.423 0.593 -0.175
C12 3.556 1.122 0.782
C13 2.287 0.602 0.940
H1 -2.076 -2.864 4.059
H2 -2.337 0.024 1.813
H3 -2.478 2.308 2.717
H4 -2.110 2.719 5.122
H5 -1.644 0.844 6.663
H6 -1.522 -1.464 5.782
H7 2.474 -1.907 -1.362
H8 4.723 -0.905 -1.683
H9 5.416 1.008 -0.285
H10 3.879 1.946 1.404
H11 1.596 1.007 1.667
F1 2.929 1.417 -3.569
C14 1.831 1.779 -4.194
F2 1.633 3.067 -4.118
F3 1.810 1.345 -5.425
S2 0.426 0.938 -3.274
O1 0.445 1.273 -1.842
O2 0.645 -0.558 -3.294
N5 -0.853 1.322 -4.050
S3 -2.178 0.574 -3.568
O3 -3.352 1.280 -3.882
O4 -2.005 0.114 -2.149
C15 -2.188 -1.097 -4.445
F4 -1.501 -1.047 -5.555
F5 -1.608 -1.998 -3.603
F6 -3.424 -1.454 -4.649

## Properties
charge	+2
F_max	0.8	eV Å⁻¹
electronic energy	-3795.50491	Ha

The net atomic charges from Löwdin, expressed in e, are: atom 1 (Ti): 1.058, atom 2 (S): 0.858, atom 3 (C): -0.757, atom 4 (N): 0.167, atom 5 (N): 0.134, atom 6 (C): -0.194, atom 7 (C): -0.003, atom 8 (C): -0.027, atom 9 (C): -0.009, atom 10 (C): -0.022, atom 11 (C): 0.021, atom 12 (N): 0.091, atom 13 (N): -0.188, atom 14 (C): -0.286, atom 15 (C): -0.036, atom 16 (C): -0.042, atom 17 (C): -0.029, atom 18 (C): -0.029, atom 19 (C): -0.004, atom 20 (H): 0.203, atom 21 (H): 0.113, atom 22 (H): 0.125, atom 23 (H): 0.129, atom 24 (H): 0.129, atom 25 (H): 0.135, atom 26 (H): 0.123, atom 27 (H): 0.126, atom 28 (H): 0.124, atom 29 (H): 0.123, atom 30 (H): 0.123, atom 31 (F): 0.202, atom 32 (C): -0.683, atom 33 (F): 0.226, atom 34 (F): 0.225, atom 35 (S): 0.741, atom 36 (O): -0.292, atom 37 (O): -0.360, atom 38 (N): -0.243, atom 39 (S): 0.736, atom 40 (O): -0.150, atom 41 (O): -0.426, atom 42 (C): -0.643, atom 43 (F): 0.212, atom 44 (F): 0.075, atom 45 (F): 0.224


Record 5
Here is C15H12BN8OS4Y as an isolated structure from the OMol25 dataset. Energies are from ωB97M-V/def2-TZVPD.

Element x y z (Å)
Y1 -1.768 0.314 -0.501
C1 -0.985 -1.509 3.555
C2 -1.824 -1.035 2.569
N1 -1.125 -0.611 1.509
N2 0.201 -0.814 1.810
C3 0.288 -1.350 3.032
B1 1.265 -0.398 0.725
N3 1.115 1.163 0.438
C4 2.008 2.138 0.650
C5 1.468 3.352 0.260
C6 0.198 3.035 -0.185
N4 -0.024 1.722 -0.074
N5 0.979 -1.218 -0.608
C7 1.768 -2.110 -1.220
C8 1.132 -2.590 -2.353
C9 -0.084 -1.934 -2.367
N6 -0.187 -1.114 -1.317
N7 2.702 -0.648 1.107
C10 3.803 -0.381 0.359
C11 4.911 -0.758 1.073
C12 4.384 -1.261 2.276
N8 3.068 -1.198 2.301
H1 -1.239 -1.912 4.516
H2 -2.902 -0.976 2.567
H3 1.255 -1.578 3.439
H4 2.967 1.903 1.074
H5 1.939 4.314 0.309
H6 -0.573 3.680 -0.579
H7 2.729 -2.350 -0.801
H8 1.510 -3.314 -3.048
H9 -0.897 -2.007 -3.072
H10 3.717 0.057 -0.620
H11 5.938 -0.682 0.770
H12 4.908 -1.667 3.125
O1 -7.734 2.262 -3.976
C13 -6.745 1.925 -3.412
S1 -6.739 1.209 -1.780
C14 -5.042 1.023 -1.641
C15 -4.254 1.462 -2.753
S2 -2.559 1.399 -2.882
S3 -5.109 2.118 -4.085
S4 -4.467 0.337 -0.190

## Properties
spin multiplicity	2
energy relative to the best compared isomer or geometry (same formula, charge and spin)	0.000	eV
charge	+1
F_max	0.7	eV Å⁻¹
electronic energy	-2748.04996	Ha

The net atomic charges from Löwdin, expressed in e, are: atom 1 (Y): 1.242, atom 2 (C): -0.020, atom 3 (C): -0.125, atom 4 (N): -0.105, atom 5 (N): 0.032, atom 6 (C): -0.032, atom 7 (B): -0.575, atom 8 (N): 0.023, atom 9 (C): -0.034, atom 10 (C): -0.016, atom 11 (C): -0.113, atom 12 (N): -0.105, atom 13 (N): 0.023, atom 14 (C): -0.033, atom 15 (C): -0.015, atom 16 (C): -0.113, atom 17 (N): -0.105, atom 18 (N): -0.035, atom 19 (C): -0.125, atom 20 (C): -0.040, atom 21 (C): -0.129, atom 22 (N): 0.076, atom 23 (H): 0.109, atom 24 (H): 0.113, atom 25 (H): 0.106, atom 26 (H): 0.131, atom 27 (H): 0.111, atom 28 (H): 0.120, atom 29 (H): 0.131, atom 30 (H): 0.111, atom 31 (H): 0.120, atom 32 (H): 0.133, atom 33 (H): 0.101, atom 34 (H): 0.111, atom 35 (O): 0.023, atom 36 (C): -0.955, atom 37 (S): 1.034, atom 38 (C): -1.148, atom 39 (C): -1.151, atom 40 (S): 0.554, atom 41 (S): 1.033, atom 42 (S): 0.537


Record 6
Here is C15H12ClIN4O2V as an isolated structure in a non-equilibrium geometry from the OMol25 dataset. Energies are from ωB97M-V/def2-TZVPD.

Element x y z (Å)
V1 0.265 -1.156 -0.474
Cl1 4.050 4.601 0.243
C1 3.464 3.005 0.055
C2 4.345 1.965 -0.059
C3 3.891 0.637 -0.237
I1 5.214 -0.943 -0.412
C4 2.552 0.418 -0.289
O1 1.907 -0.775 -0.503
C5 1.637 1.458 -0.129
N1 0.324 1.064 -0.150
C6 -0.594 2.017 -0.044
C7 -0.271 3.369 0.083
C8 1.047 3.756 0.122
C9 2.056 2.779 0.023
H1 5.407 2.165 -0.020
H2 -1.631 1.706 -0.042
H3 -1.066 4.096 0.158
H4 1.314 4.801 0.223
N2 -4.876 -0.724 -1.476
C10 -3.902 -0.883 -0.576
C11 -2.538 -0.758 -0.908
N3 -1.611 -0.917 0.043
C12 -1.969 -1.186 1.308
C13 -3.321 -1.309 1.602
N4 -4.260 -1.164 0.686
H5 -4.698 -0.551 -2.450
H6 -5.831 -0.842 -1.174
H7 -2.212 -0.525 -1.916
H8 -1.193 -1.276 2.054
H9 -3.647 -1.532 2.611
C14 1.198 -4.152 0.618
C15 0.613 -3.033 -0.113
O2 0.174 -2.901 -1.259
H10 0.955 -5.118 0.178
H11 0.926 -4.102 1.670
H12 2.283 -3.990 0.559

## Properties
spin multiplicity	2
energy relative to the best compared isomer or geometry (same formula, charge and spin)	0.758	eV
charge	+2
F_max	2.0	eV Å⁻¹
electronic energy	-2649.64123	Ha

The net atomic charges from Löwdin, expressed in e, are: atom 1 (V): 1.127, atom 2 (Cl): 0.814, atom 3 (C): -0.576, atom 4 (C): -0.116, atom 5 (C): -0.628, atom 6 (I): 1.060, atom 7 (C): -0.328, atom 8 (O): -0.187, atom 9 (C): -0.150, atom 10 (N): 0.057, atom 11 (C): -0.069, atom 12 (C): 0.003, atom 13 (C): 0.048, atom 14 (C): -0.142, atom 15 (H): 0.115, atom 16 (H): 0.117, atom 17 (H): 0.129, atom 18 (H): 0.120, atom 19 (N): 0.193, atom 20 (C): -0.331, atom 21 (C): -0.025, atom 22 (N): -0.123, atom 23 (C): -0.079, atom 24 (C): -0.052, atom 25 (N): 0.176, atom 26 (H): 0.127, atom 27 (H): 0.136, atom 28 (H): 0.141, atom 29 (H): 0.128, atom 30 (H): 0.136, atom 31 (C): 0.029, atom 32 (C): -0.263, atom 33 (O): 0.055, atom 34 (H): 0.119, atom 35 (H): 0.111, atom 36 (H): 0.130